[1]
DFT (ωB97M-V/def2-TZVPD) results for a cluster of 2 separate species, C2H10N2 in total.

Positions of all 14 atoms, in Å:
N 1.6891 1.4505 1.3018
N 2.7622 2.6446 -0.6027
C -3.8224 -3.4386 -0.4871
C 1.6377 1.8283 -0.0860
H 1.6469 2.1252 2.0435
H -2.9122 -3.6119 0.1022
H 1.6259 0.9001 -0.6530
H 3.4735 2.0497 -1.0135
H -3.4850 -3.3535 -1.5281
H 0.7652 2.4469 -0.2267
H 2.1842 0.6073 1.5398
H -4.2633 -2.5363 -0.0824
H -4.4766 -4.2943 -0.4667
H 3.1747 3.1818 0.1589

Forces on the atoms, in the same order (eV/Å):
-0.27 -0.73 0.08
-0.02 -0.27 0.03
1.19 -0.09 -0.28
1.05 0.61 0.64
0.06 0.21 -0.22
-0.31 -0.27 -0.05
-0.44 0.17 -0.24
0.09 0.16 0.25
-0.24 0.45 0.24
-0.57 -0.20 -0.22
0.14 0.23 -0.02
-0.34 0.09 -0.31
-0.30 -0.17 0.39
-0.04 -0.19 -0.30

Properties
HOMO energy = -8.80 eV
F_max = 1.4 eV/Å
energy relative to the best compared isomer or geometry (same formula, charge and spin) = 0.431 eV
SMILES = NCN.C
Kohn-Sham gap = 9.92 eV
energy = -191.68155 a.u.

***

[2]
DFT (ωB97M-V/def2-TZVPD) results for a structure of composition C35H35Cl2GdN5P.

Positions of all 79 atoms, in Å:
Gd -0.5370 -0.4148 0.3508
Cl -1.0649 0.6825 2.6794
Cl -3.8108 2.8691 -1.4681
P 2.3706 -0.4597 0.2574
N 0.6237 2.0674 0.1792
N -2.0423 0.9153 -0.2206
N -5.4994 -2.7888 0.3197
N 1.4202 6.1616 0.1294
N -3.0981 -1.9172 0.2236
C 6.9280 0.1220 0.4237
C 2.8628 -4.5390 0.5975
C 0.5211 -3.9777 0.5823
C 2.1350 -0.2883 -1.5671
C 6.1077 0.7036 1.3759
C 1.8464 0.0642 -4.3156
C -4.5857 -3.8764 0.0064
C 0.7525 -2.5937 0.5062
C -3.9074 -1.3595 -0.8830
C 2.4114 0.9459 -2.1554
C 1.1259 4.8349 0.1673
C -3.1214 -3.3826 0.0994
C 1.2955 2.6647 1.1643
C -3.1322 4.1001 2.2710
C 1.5342 -4.9255 0.6303
C 6.3745 -0.6143 -0.6136
C 4.7366 0.5383 1.2984
C -3.7348 -1.5533 1.5042
C 1.5890 -1.1684 -3.7427
C 2.1358 -2.2683 0.4428
C 0.4223 4.2108 -0.8701
C 2.2581 1.1208 -3.5183
C 5.0050 -0.7739 -0.6999
C -2.3980 1.8596 0.5828
C 4.1781 -0.2064 0.2659
C -3.2500 2.9573 0.1745
C -5.1310 -2.2105 1.6022
C -3.5984 4.0182 0.9588
C -5.3863 -1.7587 -0.7039
C 3.1682 -3.1946 0.4999
C -2.3453 3.0754 2.7740
C -2.0272 2.0016 1.9784
C 1.7222 -1.3443 -2.3766
C 0.1999 2.8527 -0.8182
C 1.5733 4.0129 1.2075
H -4.2393 4.7921 0.5622
H 1.6346 2.0200 1.9714
H -3.7736 -0.2737 -0.8834
H -5.9872 -0.9047 -0.3869
H 7.9990 0.2461 0.4844
H 1.2970 -2.0046 -4.3602
H -0.3617 2.3558 -1.6029
H -2.6239 -3.8067 0.9755
H 4.2024 -2.8753 0.4585
H 2.7654 1.7667 -1.5420
H -5.8939 -1.4771 1.8681
H 1.2837 -5.9778 0.6936
H -4.8190 -4.2325 -1.0002
H 2.4692 2.0822 -3.9654
H 6.5353 1.2819 2.1807
H -3.8070 -0.4631 1.5417
H -3.0889 -1.8950 2.3221
H 0.0534 4.7944 -1.6986
H 0.9100 6.7414 -0.5172
H -3.5022 -1.7546 -1.8195
H -4.7709 -4.6898 0.7131
H 1.5500 -2.3215 -1.9439
H 1.7362 6.6026 0.9778
H -3.3935 4.9411 2.8889
H 7.0165 -1.0689 -1.3560
H 3.6536 -5.2778 0.6392
H 2.1249 4.4356 2.0337
H -0.4985 -4.3443 0.6088
H 1.7394 0.1972 -5.3822
H -5.1470 -3.0068 2.3494
H -1.9875 3.1128 3.7936
H -5.8131 -2.1475 -1.6320
H 4.5726 -1.3410 -1.5125
H 4.0875 0.9865 2.0361
H -2.5532 -3.6599 -0.7933

Forces on the atoms, in the same order (eV/Å):
0.41 0.15 -0.92
-0.23 0.36 1.06
-0.12 0.12 -0.16
0.95 -0.83 -0.38
-0.18 0.04 0.03
-0.61 -0.62 -0.77
-0.33 -0.15 0.03
0.02 0.37 0.02
0.31 0.09 -0.03
0.01 0.05 0.05
0.10 -0.15 0.01
-0.08 0.13 0.02
-0.21 -0.06 0.15
0.19 0.03 0.04
-0.04 -0.08 -0.08
0.01 -0.10 0.03
0.50 -0.97 -0.08
-0.03 0.35 -0.07
-0.05 0.04 -0.01
0.01 -0.57 -0.10
0.10 -0.10 -0.02
0.06 -0.03 0.07
0.06 -0.03 0.09
-0.09 -0.19 -0.01
0.12 -0.05 -0.10
-0.07 -0.12 -0.15
0.08 0.06 0.08
-0.04 0.04 -0.22
-0.44 0.47 0.23
0.08 0.00 0.10
0.10 0.14 0.00
-0.01 0.08 0.04
-0.33 1.07 1.09
-0.19 0.14 0.32
0.26 -0.37 -0.20
-0.07 0.03 0.07
0.07 0.02 0.26
0.01 -0.07 -0.13
0.12 0.11 -0.06
-0.03 0.17 0.19
-0.36 0.17 -0.75
0.06 -0.08 0.18
-0.08 0.07 -0.03
-0.07 0.09 -0.07
-0.02 0.03 -0.09
-0.02 0.02 -0.07
0.03 -0.25 -0.08
-0.02 0.02 -0.04
0.09 0.01 0.01
-0.06 -0.07 -0.07
-0.02 0.10 0.07
0.05 0.04 -0.08
0.00 -0.03 0.05
-0.03 0.01 -0.01
0.03 0.01 0.11
0.00 -0.04 0.01
0.01 -0.05 0.06
0.03 0.06 -0.01
0.06 0.07 0.08
0.08 -0.05 0.02
-0.03 0.12 -0.08
-0.08 0.01 -0.15
0.07 -0.01 0.14
0.03 0.04 0.05
0.04 -0.04 -0.10
-0.06 0.03 0.03
-0.08 0.02 -0.13
-0.04 0.10 0.13
0.02 0.00 -0.04
0.00 -0.01 0.02
0.05 -0.02 0.12
-0.08 -0.04 0.02
-0.02 0.03 -0.08
-0.01 0.03 0.03
0.01 -0.02 0.07
0.01 0.08 0.00
-0.01 -0.04 -0.06
-0.04 0.05 0.12
0.04 -0.02 0.13

Properties
HOMO energy (alpha / beta) = -6.47 / -6.37 eV
F_max = 1.6 eV/Å
Kohn-Sham gap (alpha / beta) = 6.94 / 5.94 eV
energy = -3655.81249 a.u.
spin multiplicity = 8